1.
47
Properties=species:S:1:pos:R:3 method="wB97M-V/def2-TZVPD" max_force_ev_per_a=1.001 e_homo_ev=-0.50 total_charge=-2 orbital_gap_ev=4.370 relative_energy_kj_mol=0.0 multiplicity=1
Na 0.38735 -0.36719 -0.53794
C 4.94370 -0.29376 2.82842
C 4.29454 -0.61965 1.64122
C 2.97109 -0.27868 1.46696
C 2.20586 0.39990 2.43815
C 2.88756 0.71475 3.62911
C 4.22706 0.36926 3.80579
N 0.87975 0.63712 2.02575
C -0.08113 1.24551 2.67964
C -0.04449 1.85160 4.01422
C -1.11713 2.45661 4.58969
C -2.37470 2.55872 3.95053
C -2.48027 2.01788 2.70229
C -1.40086 1.38172 2.06170
N -1.56622 0.85741 0.79820
N -2.70262 0.97132 0.25815
C -2.76095 0.39632 -1.04796
C -3.98784 0.48516 -1.70609
C -4.09537 -0.05578 -2.97225
C -2.98689 -0.66694 -3.54685
C -1.81055 -0.70548 -2.81310
N -1.70414 -0.18533 -1.59364
H 5.98406 -0.55350 2.98481
H 4.80696 -1.14083 0.84143
H 2.46639 -0.53136 0.55172
H 2.42037 1.22563 4.44732
H 4.70476 0.63592 4.74345
H 0.86128 1.82997 4.58247
H -0.99443 2.87797 5.58416
H -3.21184 3.04628 4.43356
H -3.41301 2.06239 2.15561
H -4.81307 0.97310 -1.20584
H -5.03690 -0.00107 -3.50698
H -3.02341 -1.10428 -4.53538
H -0.90666 -1.16599 -3.19819
Cl 5.38862 -4.64500 -2.50756
C 4.36285 -3.23642 -2.36491
C 4.74129 -2.03841 -2.91000
Cl 6.25995 -1.88650 -3.76283
C 3.89009 -0.91889 -2.78019
Cl 4.36794 0.62004 -3.47001
C 2.65374 -0.95534 -2.12224
O 1.88090 0.05973 -2.00809
C 2.24326 -2.25345 -1.53271
O 1.12191 -2.33921 -0.91961
C 3.12880 -3.32845 -1.68421
Cl 2.63749 -4.85640 -0.97959


2.
15
Properties=species:S:1:pos:R:3 method="wB97M-V/def2-TZVPD" max_force_ev_per_a=5.263 e_homo_ev=-3.77 total_charge=-1 orbital_gap_ev=7.583 relative_energy_kj_mol=138.2 smiles="O=C(O)C1=C([O-])CCN=N1" multiplicity=1
O 4.15611 0.94456 0.19125
C 3.28723 0.04164 0.01881
O 3.67264 -1.18297 0.02342
C 1.91413 0.37564 -0.07788
C 0.91387 -0.74370 -0.10825
O 1.23397 -1.92524 -0.14052
C -0.53449 -0.27639 -0.14808
C -0.58015 1.16482 0.27829
N 0.48621 2.12768 -0.07931
N 1.60137 1.69342 -0.15583
H 3.01586 -1.87288 -0.11397
H -0.84895 -0.37456 -1.23285
H -1.00843 -1.00672 0.59664
H -1.51618 1.72714 0.01701
H -0.31843 1.27279 1.43573


3.
22
Properties=species:S:1:pos:R:3 method="wB97M-V/def2-TZVPD" max_force_ev_per_a=5.918 e_homo_ev=-14.01 total_charge=+1 orbital_gap_ev=8.897 relative_energy_kj_mol=48.0 multiplicity=1
C 0.86933 -0.42520 0.03724
C -0.92399 -0.23783 0.10560
C 1.28195 0.99346 -0.02355
C 0.08093 1.90136 -0.27773
C -1.10578 1.19777 0.37229
C -1.70135 -1.29239 -0.07164
C -3.18441 -1.24599 -0.08483
C 3.22671 -0.97491 0.00899
O 1.87204 -1.34474 0.04261
H 1.74383 1.23516 0.94641
H 2.07161 1.15140 -0.76702
H 0.23439 2.89829 0.12762
H -0.08379 1.99440 -1.35268
H -1.10863 1.36922 1.45220
H -2.05586 1.54856 -0.02876
H -1.26721 -2.26942 -0.23410
H -3.57627 -0.23450 -0.03501
H -3.56735 -1.81321 0.76603
H -3.55445 -1.73832 -0.98395
H 3.77973 -1.90822 0.11987
H 3.48823 -0.50917 -0.94443
H 3.48032 -0.29571 0.82486


Which value of multiplicity does entry 2 give?
1